ORCA calculation (wB97M-V/def2-TZVPD) on a structure of composition C43H55LuN6O3S5Si.

```
114
Properties=species:S:1:pos:R:3:mulliken_charge:R:1
Lu 1.568 0.128 0.193 0.48
C 2.274 -2.650 2.795 -1.45
N 1.151 -2.157 1.981 1.53
C 0.620 -3.230 1.149 0.11
C 1.603 -3.705 0.083 -2.07
N 1.758 -2.831 -1.085 1.75
C 0.688 -3.076 -2.042 -0.91
C 3.076 -3.048 -1.630 -1.06
C 3.307 -3.940 -2.671 -0.27
C 4.592 -4.276 -3.075 -0.77
C 5.675 -3.700 -2.433 -0.63
C 5.464 -2.773 -1.430 -0.73
C 4.176 -2.416 -1.009 1.21
S 4.017 -1.283 0.306 -0.44
C 0.207 -1.577 2.897 0.57
C -0.987 -2.181 3.256 -0.49
C -1.777 -1.670 4.280 -0.29
C -1.343 -0.566 4.991 -1.14
C -0.167 0.069 4.619 -0.71
C 0.595 -0.381 3.540 0.17
S 2.000 0.521 3.010 -0.41
H 1.965 -3.536 3.373 0.35
H 2.594 -1.869 3.475 0.36
H 3.127 -2.891 2.167 0.30
H -0.299 -2.876 0.675 -0.44
H 0.388 -4.114 1.768 0.51
H 1.259 -4.698 -0.255 0.30
H 2.583 -3.850 0.532 0.69
H 0.602 -4.144 -2.302 0.37
H 0.875 -2.494 -2.942 0.24
H -0.255 -2.745 -1.615 -0.32
H 2.474 -4.400 -3.186 0.28
H 4.734 -4.986 -3.882 0.37
H 6.686 -3.965 -2.726 0.33
H 6.300 -2.289 -0.940 0.40
H -1.337 -3.067 2.742 0.25
H -2.717 -2.153 4.513 0.27
H -1.920 -0.187 5.828 0.33
H 0.175 0.944 5.157 0.48
N -0.969 6.229 5.419 -0.63
C -0.862 5.349 4.332 1.01
C -1.537 5.616 3.141 -0.80
C -1.496 4.705 2.101 -0.93
C -0.777 3.531 2.238 -0.39
C -0.077 3.271 3.401 -0.05
C -0.133 4.168 4.452 -1.13
S -0.746 2.354 0.899 1.28
O -0.979 1.023 1.431 0.45
O -1.738 2.815 -0.045 -1.03
N 0.747 2.257 0.339 0.44
C 1.717 3.156 0.535 0.14
N 2.961 2.611 0.526 -0.20
C 3.978 3.441 0.585 -0.30
C 3.818 4.820 0.668 -0.87
C 2.515 5.268 0.779 -0.35
N 1.465 4.463 0.731 -0.46
H -1.144 7.187 5.166 0.21
H -0.233 6.132 6.099 0.23
H -2.092 6.542 3.039 0.26
H -2.012 4.888 1.168 0.47
H 0.531 2.376 3.462 -0.16
H 0.395 3.956 5.376 0.28
H 4.964 2.987 0.580 0.49
H 4.659 5.499 0.669 0.37
H 2.282 6.323 0.906 0.43
C -4.635 -4.076 -0.455 -1.36
C -4.740 -2.603 -0.849 -0.40
C -3.412 -1.872 -0.708 0.42
S -3.116 -1.292 1.032 0.94
O -3.997 -2.176 1.863 -0.78
C -4.087 0.270 0.833 0.35
C -4.787 0.627 2.138 -0.96
C -3.888 1.439 3.068 -0.66
H -5.600 -4.578 -0.561 0.42
H -4.324 -4.146 0.585 0.26
H -3.903 -4.594 -1.080 0.31
H -5.480 -2.126 -0.200 0.20
H -5.091 -2.525 -1.883 0.50
H -3.347 -0.980 -1.325 -0.78
H -2.572 -2.515 -0.970 -0.12
H -4.807 0.106 0.031 0.59
H -3.357 1.020 0.534 -0.71
H -5.078 -0.306 2.628 0.33
H -5.700 1.187 1.916 0.40
H -2.939 0.926 3.220 -0.07
H -4.365 1.590 4.039 0.54
H -3.666 2.416 2.634 0.14
S 2.562 1.326 -2.252 -0.37
C 3.185 0.215 -3.447 0.42
C 2.324 -0.388 -4.374 -0.47
C 2.815 -1.175 -5.402 -0.46
C 4.180 -1.374 -5.545 -0.56
C 5.045 -0.789 -4.629 -0.44
C 4.558 -0.004 -3.599 -0.38
H 1.259 -0.213 -4.271 0.18
H 2.124 -1.635 -6.102 0.35
H 4.565 -1.995 -6.347 0.33
H 6.113 -0.957 -4.717 0.34
H 5.235 0.456 -2.889 0.31
C -2.473 -0.128 -4.577 -1.19
Si -1.978 1.040 -3.148 0.24
C -0.910 2.438 -3.831 -0.78
C -3.629 1.809 -2.603 -0.87
C -1.058 0.115 -1.879 0.66
C -0.335 -0.414 -1.043 0.61
H -2.954 0.414 -5.395 0.31
H -3.169 -0.897 -4.231 0.28
H -1.600 -0.642 -4.985 0.29
H -1.439 3.052 -4.565 0.33
H 0.002 2.053 -4.289 0.22
H -0.602 3.076 -3.000 0.16
H -3.999 2.512 -3.355 0.43
H -3.489 2.353 -1.669 0.04
H -4.404 1.053 -2.447 0.21
```

Computed properties:
frontier orbital gap	5.792	eV
LUMO energy	4.06	eV
relative energy (zero: lowest compared OMol25 entry of this formula, charge and spin)	20.1	kJ/mol
total charge	-2